No. 1
{"formula": "C12H21N3O3P2S", "method": "ωB97M-V/def2-TZVPD", "symbols": ["O", "P", "O", "O", "P", "C", "C", "C", "C", "N", "S", "N", "C", "C", "H", "H", "H", "H", "H", "H", "C", "C", "N", "C", "C", "C", "C", "H", "H", "H", "H", "H", "H", "H", "H", "H", "H", "H", "H", "H", "H", "H"], "xyz": [[-3.298, 4.993, 0.434], [-3.104, 6.242, -0.313], [-1.760, 6.992, 0.152], [-4.300, 7.266, -0.056], [-3.073, 5.745, -2.437], [-2.579, 3.990, -2.325], [-3.643, 3.060, -2.168], [-3.378, 1.728, -2.048], [-2.028, 1.309, -2.085], [-1.576, 0.053, -1.971], [0.008, 0.112, -2.044], [0.254, 1.694, -2.254], [-0.965, 2.231, -2.252], [-1.265, 3.618, -2.371], [-1.009, 6.412, -0.008], [-3.992, 7.949, 0.557], [-1.969, 6.415, -2.999], [-4.660, 3.410, -2.127], [-4.189, 1.033, -1.914], [-0.497, 4.365, -2.473], [2.511, -5.743, 0.235], [2.115, -4.274, 0.208], [1.372, -3.853, 1.381], [0.786, -2.532, 1.240], [1.727, -1.328, 1.106], [2.005, -4.129, 2.658], [3.391, -3.523, 2.924], [1.635, -6.382, 0.348], [3.004, -6.005, -0.702], [3.212, -5.967, 1.040], [1.478, -4.114, -0.666], [3.022, -3.669, 0.046], [0.112, -2.360, 2.083], [0.137, -2.555, 0.358], [2.173, -1.050, 2.059], [1.162, -0.461, 0.757], [2.527, -1.505, 0.386], [2.083, -5.213, 2.769], [1.321, -3.822, 3.453], [4.049, -3.602, 2.058], [3.871, -4.053, 3.749], [3.330, -2.475, 3.214]], "forces_ev_per_a": [[-0.072, -0.202, -0.231], [0.144, -1.630, 0.613], [-0.471, 0.823, -0.312], [0.998, 0.674, -0.214], [-1.192, 0.184, -0.573], [0.592, 0.852, 0.083], [0.384, -0.777, 0.065], [-0.395, 0.587, -0.013], [0.115, -0.557, -0.008], [-0.357, -0.274, 0.145], [0.390, 0.275, -0.181], [0.046, -0.682, 0.138], [-0.039, 1.124, -0.130], [-0.491, -0.189, 0.010], [0.171, -0.066, 0.157], [-0.322, 0.164, 0.022], [0.312, -0.145, 0.447], [-0.168, 0.131, -0.010], [0.057, -0.268, 0.015], [0.302, -0.045, -0.031], [0.034, -0.024, -0.028], [0.147, -0.066, -0.022], [-0.103, 0.075, 0.033], [-0.186, 0.130, -0.116], [-0.049, 0.068, 0.074], [0.121, -0.194, 0.158], [-0.031, 0.021, 0.115], [-0.010, 0.017, 0.062], [-0.009, 0.009, -0.011], [-0.011, -0.003, 0.003], [-0.043, 0.109, 0.041], [0.010, -0.019, -0.039], [0.056, -0.065, 0.065], [0.054, -0.081, -0.039], [0.075, -0.038, -0.015], [-0.013, -0.003, 0.010], [0.005, -0.023, 0.002], [0.001, -0.002, -0.091], [-0.059, 0.106, -0.083], [-0.016, -0.016, -0.018], [-0.009, -0.014, -0.008], [0.032, 0.034, -0.085]], "homo_lumo_gap_ev": 7.4, "energy_ha": -1940.7944, "charge": 0, "max_force_ev_per_a": 1.75}


No. 2
{"formula": "C12H21OP", "method": "ωB97M-V/def2-TZVPD", "symbols": ["C", "C", "O", "C", "P", "C", "C", "C", "C", "C", "C", "C", "C", "C", "H", "H", "H", "H", "H", "H", "H", "H", "H", "H", "H", "H", "H", "H", "H", "H", "H", "H", "H", "H", "H"], "xyz": [[-2.452, 3.846, 1.682], [-2.680, 2.364, 1.949], [-3.268, 1.885, 2.916], [-2.040, 1.562, 0.880], [-2.179, -0.098, 0.936], [-1.085, -0.614, -0.701], [-1.428, 0.278, -1.863], [-1.482, -2.037, -0.805], [0.478, -0.439, -0.305], [0.823, -1.304, 0.876], [2.277, -0.956, 1.306], [3.299, -1.066, 0.175], [2.848, -0.557, -1.173], [1.330, -1.040, -1.515], [-2.434, 3.922, 0.556], [-3.227, 4.484, 2.040], [-1.431, 4.282, 2.075], [-1.456, 2.008, 0.173], [-2.437, 0.391, -2.080], [-0.885, 1.249, -1.522], [-0.879, -0.117, -2.716], [-2.597, -2.103, -1.052], [-0.944, -2.710, -1.505], [-1.398, -2.515, 0.268], [0.793, 0.635, -0.315], [0.645, -2.316, 0.756], [0.129, -1.059, 1.670], [2.628, -1.671, 2.155], [2.280, 0.043, 1.741], [4.381, -0.704, 0.501], [3.581, -2.129, 0.068], [3.020, 0.440, -1.410], [3.486, -1.199, -1.891], [1.051, -0.574, -2.467], [1.255, -2.180, -1.401]], "forces_ev_per_a": [[1.721, 0.548, -0.846], [0.288, 0.220, 0.823], [0.587, 0.769, -1.294], [-1.545, -2.484, 2.373], [0.854, 0.204, -1.464], [0.508, 1.353, 2.681], [3.610, 1.078, 1.245], [-1.600, -2.442, 1.381], [-1.338, -1.546, -3.302], [1.280, 3.277, 1.289], [0.395, -1.475, 1.635], [2.189, -0.334, 1.179], [-0.395, -4.715, -1.960], [1.443, 0.799, 2.419], [0.093, 0.309, 1.155], [-0.633, 0.339, 0.523], [-1.880, -1.206, -0.671], [1.304, 1.457, -1.729], [-1.784, 0.335, -0.273], [-1.354, -1.096, -1.367], [-0.210, 0.239, -0.386], [1.397, -0.018, 0.217], [-0.141, 0.634, 0.214], [-0.197, 0.559, -2.108], [-0.593, -0.715, 0.844], [0.070, -2.096, -0.927], [0.018, 0.288, 0.734], [-0.654, 1.204, -1.270], [-0.063, 0.094, -0.045], [-2.292, 0.048, -0.587], [-0.634, 0.099, -0.151], [0.036, 1.925, -0.123], [-0.703, 1.391, 0.606], [0.020, -0.711, 0.078], [0.204, 1.667, -0.892]], "smiles": "CC(=O)/C=P/C(C)(C)C1CCCCC1", "e_above_lowest_kj_mol": 0.0, "homo_lumo_gap_ev": 8.5, "energy_ha": -886.3205, "charge": 0, "max_force_ev_per_a": 5.12}


No. 3
{"formula": "C12H22ClI2N2P2Zr", "method": "ωB97M-V/def2-TZVPD", "symbols": ["I", "I", "Zr", "P", "C", "C", "H", "H", "H", "H", "H", "H", "C", "H", "H", "H", "P", "C", "C", "H", "H", "H", "C", "H", "H", "H", "H", "H", "H", "Cl", "N", "C", "C", "C", "C", "C", "N", "C", "H", "H", "H", "H"], "xyz": [[0.000, 2.745, 0.069], [0.000, -2.733, 0.252], [0.005, 0.001, 0.002], [-2.404, -0.006, -0.229], [-3.284, 0.061, 1.355], [-3.041, 1.380, -1.202], [-4.092, 1.186, -1.438], [-4.102, -1.281, -1.334], [-2.457, 1.463, -2.125], [-2.472, -1.615, -2.007], [-2.992, 0.974, 1.895], [-2.942, 2.315, -0.643], [-3.050, -1.460, -1.091], [-4.357, 0.057, 1.193], [-2.952, -2.351, -0.462], [-3.000, -0.809, 1.968], [2.404, 0.007, -0.227], [3.278, 0.083, 1.351], [3.060, -1.443, -1.089], [2.442, 1.481, -2.123], [4.082, 1.204, -1.447], [2.936, 2.330, -0.642], [3.032, 1.396, -1.205], [2.488, -1.597, -2.010], [4.113, -1.261, -1.325], [4.356, 0.087, 1.193], [3.003, -0.785, 1.967], [2.958, -2.335, -0.464], [2.985, 0.997, 1.888], [-0.002, -0.093, -2.414], [2.713, 0.205, 6.808], [1.891, 0.193, 5.930], [0.915, 0.167, 4.879], [-0.420, 0.098, 5.236], [-1.322, 0.026, 4.191], [-0.782, 0.031, 2.997], [0.439, 0.101, 2.494], [1.265, 0.164, 3.541], [-0.751, 0.088, 6.264], [-2.384, -0.038, 4.395], [-1.396, -0.055, 2.000], [2.362, 0.211, 3.500]], "forces_ev_per_a": [[-0.053, -0.426, 0.264], [-0.033, 0.448, 0.245], [-0.034, -0.017, 0.748], [-5.582, -0.029, -0.949], [0.389, 0.015, 0.738], [0.507, 0.546, -0.243], [0.054, -0.146, 0.038], [0.054, 0.147, 0.028], [-0.241, 0.023, 0.057], [-0.238, -0.016, 0.060], [-0.358, -0.209, -0.201], [-0.093, -0.179, -0.025], [0.508, -0.565, -0.201], [-0.279, 0.003, -0.427], [-0.093, 0.181, -0.039], [-0.475, 0.208, -0.282], [5.857, 0.042, -0.760], [-0.920, 0.013, 0.654], [-0.585, -0.609, -0.242], [0.257, 0.027, 0.056], [-0.046, -0.158, 0.042], [0.090, -0.181, -0.011], [-0.570, 0.544, -0.290], [0.245, -0.016, 0.064], [-0.049, 0.170, 0.039], [0.121, -0.018, -0.408], [0.287, 0.197, -0.346], [0.097, 0.186, -0.031], [0.299, -0.221, -0.346], [0.092, 0.072, 1.375], [-3.993, -0.058, -4.266], [4.323, 0.134, 3.906], [-0.836, -0.137, 0.828], [-0.178, 0.026, 0.345], [-1.078, 0.002, 2.757], [-2.170, -0.388, -7.960], [1.714, 0.070, 2.340], [3.340, 0.223, 0.715], [0.088, 0.016, 0.130], [0.032, -0.009, -0.291], [0.310, 0.085, 2.633], [-0.762, 0.005, -0.742]], "homo_lumo_gap_ev": 3.2, "energy_ha": -2364.1671, "charge": 3, "max_force_ev_per_a": 8.26}


No. 4
{"formula": "C12H22ClN5O", "method": "ωB97M-V/def2-TZVPD", "symbols": ["C", "C", "C", "C", "C", "C", "C", "N", "C", "N", "C", "Cl", "N", "C", "N", "C", "C", "O", "N", "H", "H", "H", "H", "H", "H", "H", "H", "H", "H", "H", "H", "H", "H", "H", "H", "H", "H", "H", "H", "H", "H"], "xyz": [[-4.746, -1.949, 0.654], [-3.709, -0.913, 0.235], [-2.447, -1.008, 1.089], [-1.340, -0.040, 0.667], [-1.704, 1.439, 0.868], [-2.180, 2.158, -0.401], [-1.026, 2.776, -1.199], [-0.100, 1.795, -1.706], [1.030, 1.449, -1.086], [1.440, 2.193, -0.040], [2.552, 1.776, 0.506], [3.108, 2.664, 1.860], [3.287, 0.749, 0.152], [2.811, 0.081, -0.918], [3.531, -0.947, -1.389], [4.644, -1.502, -0.662], [4.192, -2.522, 0.395], [3.219, -2.001, 1.258], [1.694, 0.396, -1.565], [-5.639, -1.869, 0.038], [-4.345, -2.955, 0.550], [-5.032, -1.802, 1.693], [-3.448, -1.070, -0.814], [-4.144, 0.084, 0.329], [-2.057, -2.027, 1.026], [-2.706, -0.821, 2.134], [-0.451, -0.272, 1.257], [-1.086, -0.228, -0.377], [-0.836, 1.977, 1.252], [-2.484, 1.502, 1.629], [-2.734, 1.469, -1.040], [-2.853, 2.973, -0.127], [-1.425, 3.340, -2.048], [-0.453, 3.448, -0.559], [-0.407, 1.168, -2.434], [3.072, -1.513, -2.086], [5.330, -1.976, -1.367], [5.148, -0.668, -0.167], [5.077, -2.859, 0.957], [3.732, -3.391, -0.083], [3.485, -1.108, 1.518]], "forces_ev_per_a": [[0.061, 0.200, -0.149], [0.049, -0.219, 0.286], [0.075, 0.147, -0.359], [-0.067, -0.054, 0.319], [-0.005, -0.072, -0.169], [0.274, 0.174, 0.091], [-0.452, 0.177, 0.113], [-0.134, -0.088, -0.260], [0.599, -0.216, 0.063], [-0.246, 0.314, 0.126], [-0.249, -0.336, -0.496], [0.190, 0.301, 0.450], [0.348, -0.170, 0.180], [-0.311, 0.456, -0.020], [0.018, -0.219, -0.189], [-0.010, -0.275, 0.387], [0.399, -0.007, -0.253], [-0.228, 0.212, 0.291], [-0.163, -0.218, -0.254], [-0.126, -0.067, -0.004], [0.004, -0.127, 0.011], [-0.064, -0.031, 0.117], [0.016, 0.101, -0.064], [0.003, 0.091, -0.100], [-0.031, -0.068, 0.070], [0.000, -0.041, 0.090], [0.073, -0.024, -0.070], [0.073, -0.045, -0.045], [-0.046, 0.048, 0.089], [-0.014, 0.021, 0.074], [-0.125, -0.005, -0.050], [-0.084, 0.019, -0.073], [0.084, 0.028, 0.093], [-0.132, 0.044, -0.128], [0.121, 0.006, 0.059], [-0.018, 0.116, 0.019], [0.029, 0.060, 0.065], [0.099, -0.180, -0.124], [-0.060, -0.042, -0.141], [0.115, 0.021, -0.010], [-0.063, -0.034, -0.038]], "smiles": "CCCCCCCNc1nc(Cl)nc(NCCO)n1", "e_above_lowest_kj_mol": 13.4, "homo_lumo_gap_ev": 10.0, "energy_ha": -1279.7246, "charge": 0, "max_force_ev_per_a": 0.65}


No. 5
{"formula": "C12H22N", "method": "ωB97M-V/def2-TZVPD", "symbols": ["C", "C", "C", "C", "C", "C", "C", "C", "C", "C", "C", "C", "N", "H", "H", "H", "H", "H", "H", "H", "H", "H", "H", "H", "H", "H", "H", "H", "H", "H", "H", "H", "H", "H", "H"], "xyz": [[-0.661, 0.283, -1.411], [-1.376, 0.015, -0.333], [1.163, 1.777, -0.760], [1.475, 1.504, 0.679], [0.846, 0.456, -1.349], [1.432, 0.029, 0.910], [1.577, -0.596, -0.437], [1.149, -0.539, 2.237], [3.097, -0.566, -0.697], [1.209, -2.032, -0.515], [-3.196, -0.882, 1.106], [-3.309, 1.234, -0.217], [-2.790, -0.107, -0.203], [-0.982, 0.477, -2.446], [0.246, 2.393, -0.865], [2.071, 2.234, -1.203], [2.397, 1.917, 0.874], [0.874, 1.987, 1.429], [1.323, 0.388, -2.381], [2.031, -1.147, 2.532], [0.353, -1.186, 2.164], [1.064, 0.286, 3.011], [3.235, -1.013, -1.769], [3.581, -1.128, 0.111], [3.452, 0.443, -0.724], [1.273, -2.745, 0.272], [1.699, -2.542, -1.384], [0.111, -2.025, -0.680], [-2.833, -0.381, 1.910], [-4.220, -0.998, 1.302], [-2.663, -1.830, 0.880], [-3.166, 1.662, -1.285], [-4.367, 1.317, -0.114], [-2.857, 1.924, 0.374], [-3.237, -0.609, -1.018]], "forces_ev_per_a": [[-0.597, -0.236, -0.913], [3.289, -0.765, 1.412], [0.135, 1.736, -0.164], [-1.630, -0.896, 1.020], [0.489, -2.168, -1.713], [-1.464, 1.260, -1.367], [0.348, -0.010, 1.654], [3.108, 2.097, 0.691], [0.159, -0.479, -1.630], [-2.329, -1.200, -2.427], [1.695, -1.627, -3.891], [-1.986, 1.143, -4.806], [-2.030, -0.805, 0.090], [-0.546, -0.141, 0.176], [1.009, 0.159, 0.001], [-0.893, 0.050, -0.093], [2.652, 0.534, 0.876], [-0.658, 0.228, 0.141], [-0.869, -0.146, 1.077], [-0.274, 0.050, -0.109], [-1.919, -1.381, 0.050], [-0.256, -1.161, -0.933], [0.040, 0.610, 2.195], [0.300, -0.037, -0.626], [0.564, 0.591, 0.031], [0.844, 0.104, 1.351], [-0.515, 0.580, 0.577], [0.496, -0.270, -0.291], [1.735, 1.492, 2.067], [-1.666, -0.150, -0.738], [-0.577, 0.409, 0.940], [0.036, -0.810, 1.600], [-0.876, -0.490, 0.571], [1.722, 1.360, 2.261], [0.464, 0.369, 0.919]], "e_above_lowest_kj_mol": 514.0, "homo_lumo_gap_ev": [6.4, 6.4], "energy_ha": -524.7412, "charge": 1, "max_force_ev_per_a": 5.32}


No. 6
{"formula": "C12H22N3", "method": "ωB97M-V/def2-TZVPD", "symbols": ["C", "C", "C", "C", "C", "C", "C", "C", "C", "C", "C", "C", "N", "N", "N", "H", "H", "H", "H", "H", "H", "H", "H", "H", "H", "H", "H", "H", "H", "H", "H", "H", "H", "H", "H", "H", "H"], "xyz": [[-0.650, -0.724, -2.081], [-1.409, -1.797, -1.775], [-0.494, -1.032, 0.034], [-0.161, -0.657, 1.443], [0.579, 0.714, 1.443], [1.562, 0.819, 0.371], [-1.807, -4.432, -0.355], [-3.364, -2.801, 0.595], [1.405, 4.597, 1.007], [2.580, 3.810, -1.057], [-1.887, -3.055, 0.395], [2.603, 4.536, 0.018], [-0.063, -0.202, -0.957], [-1.190, -2.019, -0.431], [0.754, 0.874, -0.849], [-0.265, -0.134, -2.998], [-1.965, -2.579, -2.366], [-1.011, -0.663, 2.057], [0.565, -1.360, 1.874], [-0.118, 1.569, 1.262], [1.155, 0.966, 2.411], [2.291, 1.688, 0.478], [2.203, -0.048, 0.309], [-1.803, -5.186, 0.472], [-0.904, -4.613, -0.857], [-2.666, -4.544, -0.937], [-3.662, -1.785, 1.013], [-3.933, -3.547, 1.166], [-3.801, -2.567, -0.318], [1.667, 4.584, 2.045], [0.942, 5.634, 0.859], [0.661, 3.793, 0.955], [0.990, 1.210, -1.781], [3.512, 3.812, -1.745], [1.702, 3.233, -1.291], [-1.228, -3.273, 1.169], [3.476, 5.223, 0.368]], "forces_ev_per_a": [[1.808, 2.846, -3.222], [-0.139, -1.761, -0.793], [2.689, 3.156, 2.017], [2.252, 0.180, -0.323], [-0.642, 1.358, 2.723], [1.887, 0.690, -1.769], [0.087, 0.282, 2.919], [-0.233, 2.619, 2.389], [-0.004, 1.566, -1.016], [2.492, -0.326, -2.291], [-0.138, -1.545, -2.712], [-0.048, 1.773, 3.578], [-2.397, -3.657, 0.845], [-2.261, -0.652, -0.428], [-0.092, 1.166, -0.761], [-1.522, -1.728, 1.058], [0.830, 1.434, 0.548], [-1.258, 0.088, 0.838], [-0.334, -0.214, -0.121], [0.245, -0.751, 0.480], [-1.330, -0.872, -1.109], [-1.447, -0.796, -0.448], [0.372, -0.595, 0.138], [-0.395, 0.390, -0.769], [1.225, 0.057, -0.999], [-1.146, -0.515, -1.209], [0.992, -1.055, 0.578], [0.522, 0.019, -0.421], [-0.817, -0.743, -2.237], [0.802, 0.105, 0.615], [0.173, -1.528, 0.154], [0.055, 0.284, -0.772], [0.622, -0.134, 0.692], [-1.938, -0.178, 0.990], [-0.061, -0.117, -0.271], [0.603, 0.592, 2.152], [-1.456, -1.438, -1.042]], "e_above_lowest_kj_mol": 236.6, "homo_lumo_gap_ev": 10.1, "energy_ha": -634.3635, "charge": 1, "max_force_ev_per_a": 4.66}